Entry 1:
Molecular formula: C27H27N7O4Pd
Method: DFT, the ωB97M-V functional and the def2-TZVPD basis

Geometry as ORCA input:
```
! RIJCOSX wB97M-V def2-TZVPD def2/J DEFGRID3
* xyz 0 1
Pd 0.179 0.265 0.202
C 2.139 1.732 -1.308
N 0.669 1.735 -1.218
C 0.172 3.055 -0.815
C 0.058 1.294 -2.492
C 0.167 -0.186 -2.583
C 0.449 -0.881 -3.750
C 0.477 -2.271 -3.737
C 0.220 -2.951 -2.554
C -0.031 -2.250 -1.377
C -0.051 -0.860 -1.383
H 2.476 2.534 -1.976
H 2.475 0.774 -1.701
H 2.563 1.883 -0.319
H 0.396 3.797 -1.591
H 0.653 3.348 0.115
H -0.900 3.004 -0.645
H 0.509 1.804 -3.353
H -0.994 1.581 -2.445
H 0.648 -0.341 -4.669
H 0.697 -2.818 -4.644
H 0.234 -4.035 -2.540
H -0.208 -2.792 -0.458
O 1.410 1.525 1.731
C 1.036 1.605 2.904
C -0.299 1.778 3.405
C -0.428 1.854 4.796
C -1.658 1.968 5.383
C -2.829 2.038 4.594
C -2.742 1.949 3.241
C -1.473 1.800 2.555
O -1.421 1.685 1.311
N -1.759 2.021 6.833
O -0.742 1.866 7.488
O -2.861 2.209 7.319
H 1.804 1.528 3.695
H 0.457 1.829 5.421
H -3.783 2.148 5.092
H -3.628 2.005 2.621
C -2.620 -1.181 1.397
C -1.354 -1.292 2.165
N -0.129 -1.240 1.664
C 0.742 -1.448 2.718
C 0.035 -1.639 3.855
N -1.295 -1.524 3.497
C -2.429 -1.664 4.389
N -3.231 -2.814 4.065
N -4.533 -2.646 3.724
N -5.038 -3.775 3.406
C -4.051 -4.738 3.517
C -4.093 -6.113 3.262
C -2.929 -6.819 3.444
C -1.741 -6.184 3.873
C -1.686 -4.834 4.127
C -2.879 -4.124 3.938
H -2.391 -0.804 0.404
H -3.321 -0.502 1.882
H -3.100 -2.159 1.309
H 1.808 -1.467 2.571
H 0.339 -1.800 4.875
H -3.084 -0.799 4.311
H -2.041 -1.731 5.404
H -5.006 -6.585 2.927
H -2.912 -7.884 3.255
H -0.847 -6.780 4.002
H -0.772 -4.356 4.450
*
```

Output
Highest occupied orbital energy   -7.89 eV
LUMO level   0.00 eV
ΔE to the lowest compared entry with this formula, charge and spin   14.2 kJ/mol
Frontier orbital gap   7.89 eV

=====

Entry 2:
Molecular formula: C27H28BrCaO6Te
Method: DFT, the ωB97M-V functional and the def2-TZVPD basis

Geometry as ORCA input:
```
! RIJCOSX wB97M-V def2-TZVPD def2/J DEFGRID3
* xyz -1 1
Ca 1.838 0.088 -2.000
O 7.912 0.831 -3.628
C 6.758 0.709 -3.302
C 5.550 1.260 -4.047
O 5.582 1.900 -5.077
C 4.375 0.835 -3.270
C 4.786 0.120 -2.128
O 3.939 -0.352 -1.266
C 6.234 -0.036 -2.086
O 6.904 -0.636 -1.265
O 3.141 1.060 -3.542
C -5.558 2.609 1.175
C -5.179 1.622 0.070
C -5.790 2.122 -1.247
C -5.790 0.258 0.421
C -3.665 1.485 -0.088
C -3.147 0.615 -1.037
C -1.781 0.509 -1.185
Br -1.113 -0.715 -2.497
C -0.826 1.231 -0.443
O 0.448 1.086 -0.659
C -1.367 2.106 0.540
C -2.747 2.203 0.676
C -0.421 2.917 1.430
C 0.478 1.966 2.235
C -1.176 3.792 2.434
C 0.443 3.847 0.566
H -6.645 2.669 1.252
H -5.181 3.612 0.964
H -5.169 2.293 2.145
H -6.875 2.220 -1.153
H -5.582 1.434 -2.068
H -5.377 3.096 -1.515
H -6.875 0.342 0.529
H -5.378 -0.117 1.359
H -5.586 -0.483 -0.353
H -3.795 0.019 -1.667
H -3.130 2.879 1.425
H -0.129 1.327 2.882
H 1.159 2.542 2.867
H 1.068 1.333 1.576
H -1.792 3.197 3.112
H -1.815 4.525 1.937
H -0.451 4.340 3.039
H 1.029 3.282 -0.155
H 1.127 4.417 1.201
H -0.187 4.556 0.023
C 1.753 -4.668 -1.394
Te 2.983 -2.959 -1.831
C 3.217 -2.822 0.284
C 2.722 -4.123 0.856
C 2.954 -4.444 2.193
C 2.493 -5.635 2.726
C 1.789 -6.524 1.924
C 1.555 -6.212 0.596
C 2.015 -5.015 0.051
H 2.016 -5.495 -2.052
H 0.704 -4.422 -1.554
H 2.654 -1.970 0.660
H 4.269 -2.638 0.485
H 3.508 -3.749 2.813
H 2.685 -5.872 3.765
H 1.429 -7.460 2.332
H 1.009 -6.905 -0.035
*
```

Output
Highest occupied orbital energy   -4.50 eV
LUMO level   1.97 eV
ΔE to the lowest compared entry with this formula, charge and spin   20.1 kJ/mol
Frontier orbital gap   6.46 eV

=====

Entry 3:
Molecular formula: C27H28CaN6O8S2
Method: DFT, the ωB97M-V functional and the def2-TZVPD basis

Geometry as ORCA input:
```
! RIJCOSX wB97M-V def2-TZVPD def2/J DEFGRID3
* xyz -2 1
Ca -0.690 0.897 0.940
N -0.871 -0.064 -1.501
C -1.320 0.818 -2.561
C -0.607 0.616 -3.915
C 0.886 0.227 -3.952
C 1.931 1.086 -3.213
N 1.586 2.498 -3.106
C 1.504 3.349 -4.103
N 0.744 4.433 -3.972
N 2.237 3.135 -5.223
C -1.311 2.309 -2.067
O -1.221 3.167 -2.997
O -1.355 2.522 -0.854
H 0.132 0.034 -1.360
H -1.127 -1.031 -1.640
H -2.381 0.613 -2.734
H -0.762 1.526 -4.497
H -1.119 -0.190 -4.453
H 1.136 0.186 -5.021
H 1.018 -0.794 -3.582
H 2.915 0.989 -3.681
H 2.058 0.784 -2.174
H 1.029 2.763 -2.310
H -0.106 4.219 -3.391
H 0.628 5.028 -4.772
H 2.700 2.248 -5.314
H 1.966 3.600 -6.069
O 3.226 2.292 -0.645
C 2.173 2.046 -0.050
O 1.346 1.124 -0.388
C 1.722 2.877 1.214
O 2.194 4.002 1.361
O 0.885 2.264 1.955
O 6.903 -2.109 0.248
C 6.176 -1.265 1.042
O 6.772 -0.511 1.758
C 4.696 -1.364 0.949
C 4.040 -2.220 0.071
C 2.658 -2.299 0.061
C 1.908 -1.508 0.925
C 2.552 -0.615 1.783
C 3.930 -0.555 1.793
N 0.500 -1.570 0.915
C -0.032 -2.693 1.167
C -1.488 -2.865 1.232
C -2.018 -4.002 1.825
C -3.382 -4.048 2.061
C -4.159 -2.968 1.684
C -3.545 -1.890 1.051
N -2.241 -1.842 0.823
H 6.299 -2.671 -0.246
H 4.575 -2.840 -0.643
H 2.148 -2.950 -0.639
H 1.961 0.041 2.413
H 4.438 0.141 2.446
H 0.579 -3.564 1.428
H -1.363 -4.801 2.153
H -3.827 -4.899 2.564
H -5.220 -2.937 1.893
H -4.097 -0.998 0.772
S -3.420 1.442 1.717
C -3.795 0.629 3.230
C -5.096 0.788 3.741
C -5.531 0.192 4.914
C -4.646 -0.603 5.635
C -3.357 -0.777 5.158
C -2.891 -0.188 3.968
S -1.247 -0.550 3.476
H -5.775 1.415 3.173
H -6.547 0.355 5.261
H -4.949 -1.082 6.561
H -2.658 -1.395 5.711
*
```

Output
Highest occupied orbital energy   -0.52 eV
LUMO level   3.57 eV
ΔE to the lowest compared entry with this formula, charge and spin   0.0 kJ/mol
Frontier orbital gap   4.10 eV

=====

Entry 4:
Molecular formula: C27H28F21NO7
Method: DFT, the ωB97M-V functional and the def2-TZVPD basis

Geometry as ORCA input:
```
! RIJCOSX wB97M-V def2-TZVPD def2/J DEFGRID3
* xyz 0 1
C 4.959 -3.937 0.004
C 4.585 -2.919 -0.539
C 4.004 -1.583 -1.129
C 3.538 -0.728 0.130
C 2.862 0.667 -0.289
C 1.269 0.701 -0.023
C 0.723 1.501 -1.258
F 0.890 0.651 -2.380
F 1.507 2.631 -1.579
C -0.795 1.916 -1.330
F -1.439 2.244 -0.159
F -1.496 0.813 -1.863
C -1.127 3.097 -2.380
F -2.482 2.880 -2.713
F -0.446 2.954 -3.573
C -1.072 4.556 -1.758
F -0.203 4.722 -0.717
F -2.340 4.837 -1.252
F -0.878 5.477 -2.775
C 0.516 -0.691 -0.118
O 0.748 -1.702 -0.698
O -0.661 -0.475 0.640
C -0.210 0.267 1.820
C -0.175 -0.870 2.908
C -1.619 -1.162 3.575
C -2.210 -2.555 3.173
F -2.442 -2.497 1.780
F -1.283 -3.608 3.330
C -3.502 -3.000 3.984
F -3.585 -4.387 4.101
F -3.298 -2.555 5.309
C -4.856 -2.334 3.512
F -4.711 -0.962 3.309
F -5.741 -2.437 4.599
C -5.584 -3.030 2.282
F -6.840 -3.523 2.592
F -4.851 -3.982 1.633
F -5.827 -2.020 1.342
C 1.049 1.178 1.480
C 2.186 0.973 2.565
C 1.860 1.503 4.021
C 3.027 2.387 4.636
F 4.099 1.494 4.837
F 2.688 2.971 5.832
F 3.507 3.349 3.767
N 0.676 2.634 1.706
C 1.579 3.409 1.352
O 2.533 3.953 0.958
H 5.186 -4.658 0.824
H 3.173 -1.832 -1.841
H 4.873 -1.047 -1.625
H 2.945 -1.313 0.883
H 4.502 -0.434 0.662
H 3.110 0.768 -1.393
H 3.383 1.556 0.184
H -1.038 0.985 2.111
H 0.101 -1.838 2.377
H 0.546 -0.764 3.756
H -1.511 -0.990 4.678
H -2.297 -0.349 3.181
H 2.390 -0.144 2.629
H 3.192 1.416 2.282
H 0.856 1.984 4.161
H 1.845 0.585 4.693
O -5.105 2.623 -3.806
C -5.980 1.508 -3.623
C -6.422 1.449 -2.171
O -7.071 2.663 -1.813
H -4.278 2.419 -3.350
H -6.838 1.666 -4.278
H -5.463 0.591 -3.922
H -7.116 0.623 -2.004
H -5.556 1.329 -1.510
H -6.592 3.367 -2.277
O 5.845 -3.485 -6.181
C 5.714 -2.189 -5.594
C 4.336 -2.055 -4.970
O 4.146 -3.072 -3.994
H 5.269 -3.512 -6.956
H 6.489 -2.106 -4.830
H 5.882 -1.427 -6.361
H 4.214 -1.084 -4.487
H 3.556 -2.178 -5.731
H 4.582 -3.863 -4.345
*
```

Output
Highest occupied orbital energy   -10.01 eV
LUMO level   0.00 eV
SMILES   C#CCCC[C@@]1(C(F)(F)C(F)(F)C(F)(F)C(F)(F)F)C(=O)O[C@@H](CCC(F)(F)C(F)(F)C(F)(F)C(F)(F)F)[C@]1(CCC(F)(F)F)N=C=O.OCCO.OCCO
Frontier orbital gap   10.01 eV